Record 1
The following is a quantum chemistry calculation of a structure of composition C56H94F6HfN5O18S2, from the Open Molecules 2025 dataset.

Each line ends with the Löwdin charge.
Geometry (Å):
C: -2.233 -1.861 -4.349  -0.017
H: 1.192 1.716 -4.252  0.048
C: 2.526 1.891 3.492  -0.015
O: -1.878 1.070 -1.964  -0.278
H: -7.029 2.504 3.044  0.089
C: 4.854 -2.894 3.047  -0.013
H: 3.260 2.108 -1.515  0.098
H: -2.391 -1.793 -3.273  0.065
H: -6.475 -4.284 0.221  0.121
H: -2.139 5.623 1.169  0.086
C: 4.476 0.624 -2.388  -0.064
H: 3.324 1.187 3.256  0.088
C: -4.289 -3.451 1.483  -0.063
H: -3.444 -4.057 -0.658  0.065
C: -7.157 -2.517 -0.840  -0.196
C: 1.757 2.578 -4.607  -0.006
H: 4.360 -4.632 -4.073  0.077
C: 3.666 2.890 -6.337  -0.010
C: -5.689 -0.427 -0.606  -0.458
N: 6.743 3.860 -4.043  -0.357
F: 2.678 -1.296 -0.033  0.113
C: 4.145 1.918 -2.105  -0.091
H: 2.882 2.677 4.158  0.091
H: 3.445 -5.742 -3.062  0.079
F: 0.930 2.868 -0.370  0.123
H: 1.650 -4.574 2.482  0.107
N: -0.247 -2.854 3.479  -0.125
N: -1.072 5.926 -4.095  -0.352
C: 5.435 -3.753 1.939  -0.460
O: 5.748 -4.922 2.122  0.052
H: 6.693 3.565 0.592  0.084
H: -4.173 -4.511 1.258  0.080
H: 2.389 -2.065 5.506  0.088
H: 4.357 -3.486 3.815  0.074
H: 0.188 -2.102 6.814  0.080
O: 7.377 3.662 -5.101  0.056
H: 1.840 -4.679 -1.355  0.088
H: -3.654 2.037 -4.098  0.109
H: 0.937 4.733 1.444  0.082
C: 0.395 -2.849 4.840  -0.449
H: -0.223 0.179 -5.634  0.080
C: 1.321 1.223 4.125  -0.352
H: -5.122 -1.408 -2.523  0.068
O: 3.686 -2.626 -2.671  0.032
H: -4.950 -3.438 2.350  0.081
H: -6.437 1.116 0.765  0.074
H: 1.221 4.327 3.160  0.071
H: 1.116 3.404 -4.917  0.074
H: 3.896 -0.155 -1.916  0.088
H: -2.695 -2.759 -4.760  0.082
H: 2.398 -2.815 3.929  0.045
H: 0.876 -0.373 -4.457  0.069
H: -1.449 -5.625 4.162  0.074
H: 4.219 -2.136 2.589  0.067
O: -3.650 -0.601 0.926  -0.350
C: 1.776 -2.251 4.624  -0.054
H: -2.704 -1.006 -4.833  0.075
C: -3.430 3.013 -3.693  -0.048
H: -0.508 -5.019 0.673  0.093
H: 1.789 -1.273 4.144  0.050
H: 6.249 -2.320 0.447  0.046
C: -0.509 -4.077 1.221  -0.027
C: 5.947 1.522 0.892  -0.450
H: -5.930 3.974 1.115  0.102
H: -5.030 2.881 -2.248  0.099
H: -1.428 -3.549 0.967  0.057
O: -1.063 -1.730 3.108  -0.349
H: -3.342 -2.479 -1.297  0.066
F: 2.382 0.615 0.955  0.116
H: -6.736 -2.802 -1.804  0.098
C: -2.384 3.814 -4.189  0.008
H: 2.077 1.670 6.148  0.077
C: -1.694 -4.916 3.372  -0.017
H: 4.230 3.318 -5.508  0.059
H: -4.704 -3.627 -1.741  0.075
C: -4.018 4.677 -2.075  -0.086
H: -0.339 -4.749 5.695  0.100
H: 2.689 -4.844 -4.433  0.086
H: -4.195 4.096 0.994  0.063
O: -3.909 1.979 2.446  -0.108
O: -0.913 6.965 -3.414  0.034
H: 0.726 5.934 2.644  0.083
C: -5.987 1.045 -0.225  -0.040
H: -5.952 3.117 4.398  0.092
H: -1.713 3.458 -4.956  0.119
N: -0.740 0.657 0.556  -0.367
C: -0.407 -2.047 5.903  -0.037
C: 6.377 0.075 0.778  -0.015
H: -6.770 -2.892 1.196  0.110
H: -6.006 1.485 3.908  0.087
H: 2.202 2.372 2.569  0.066
C: -4.864 -2.693 0.271  -0.468
H: 0.405 1.406 6.097  0.089
O: -1.231 3.125 2.432  -0.095
O: -0.372 -1.412 -0.853  -0.281
H: -1.412 6.383 2.697  0.080
C: -1.891 5.524 2.226  0.005
C: -0.212 3.157 -1.007  -0.613
H: -4.207 0.070 -2.118  0.062
C: -2.219 5.073 -3.609  -0.132
C: -0.877 4.367 2.350  -0.332
C: -4.881 2.735 2.530  -0.421
H: 7.425 0.097 0.480  0.085
O: 2.126 1.043 -6.373  0.057
O: -2.612 2.177 0.123  -0.381
C: 5.638 -3.218 0.540  -0.011
H: -2.837 5.359 2.743  0.070
C: -3.045 5.546 -2.566  -0.003
H: -7.553 -0.602 -1.594  0.118
H: 7.789 2.522 1.357  0.090
H: 1.555 -2.904 -1.208  0.037
H: -3.319 -3.057 1.787  0.045
H: 1.046 -6.270 4.693  0.108
H: 6.209 -3.986 0.019  0.087
H: -1.406 -2.468 6.024  0.083
C: -0.765 -1.776 -4.758  -0.442
C: 5.601 0.377 -3.184  -0.021
C: -7.060 -1.037 -0.725  -0.200
C: 2.538 2.058 -5.829  -0.452
C: 4.870 2.980 -2.630  -0.010
H: 4.697 -3.115 -0.001  0.075
C: 1.796 -0.524 0.637  -0.634
C: -4.151 3.417 -2.575  -0.087
H: -2.146 -5.432 2.524  0.073
C: 0.580 4.869 2.465  0.007
H: 5.951 -0.639 -3.288  0.105
C: 1.695 -3.741 -1.891  -0.001
C: 3.391 -4.796 -3.600  -0.018
Hf: -1.980 0.547 2.482  1.775
H: 5.803 -0.381 -0.029  0.071
C: -6.042 2.498 3.506  0.003
S: 0.215 -0.114 -0.529  0.626
H: 3.264 3.595 -7.064  0.098
H: -6.688 1.553 -0.888  0.086
O: 0.262 0.955 3.469  -0.132
H: 1.206 -4.332 6.294  0.115
H: 0.719 -5.962 2.459  0.120
H: -0.571 -0.979 5.761  0.044
C: 7.023 2.526 0.582  -0.025
H: 4.440 2.316 -6.847  0.090
H: -5.846 0.145 -2.706  0.080
F: -0.731 4.303 -0.609  0.160
C: -6.337 -3.203 0.245  -0.144
S: -1.485 1.722 -0.724  0.741
O: -0.119 -2.775 -4.993  0.053
H: 2.379 -5.193 4.478  0.102
O: -0.452 5.633 -5.044  0.114
C: -0.487 -4.180 2.773  -0.444
C: -5.178 -0.423 -2.059  -0.037
H: -2.435 -4.175 3.671  0.079
C: -4.069 -3.216 -0.956  -0.025
C: 1.334 1.035 5.665  -0.002
C: 2.986 -3.626 -2.714  -0.457
H: 7.244 1.206 -4.308  0.117
H: -8.199 -2.832 -0.796  0.114
H: 6.322 -0.427 1.744  0.082
H: -5.063 1.624 -0.203  0.048
C: -5.010 3.933 1.698  -0.029
C: 0.801 -5.019 3.000  -0.168
O: 0.836 0.626 -1.637  -0.309
H: 2.446 2.990 -3.870  0.057
F: 1.436 -1.095 1.741  0.161
H: -4.629 5.038 -1.262  0.100
O: 6.692 4.878 -3.439  0.103
H: 5.683 -2.299 3.431  0.086
H: 1.488 0.016 6.020  0.060
H: -2.987 6.504 -2.071  0.114
C: 5.974 2.742 -3.481  -0.179
F: 0.007 3.258 -2.322  0.140
H: -7.690 -0.742 0.115  0.118
C: 0.607 -4.308 5.383  -0.133
H: 7.470 2.293 -0.384  0.084
C: 1.295 -5.252 4.390  -0.193
H: -5.038 4.888 2.223  0.095
O: 4.802 1.890 1.200  0.028
H: 0.906 -3.676 -2.640  0.083
N: -4.863 -1.215 0.394  -0.102
C: -0.192 -0.329 -4.671  -0.025
H: 4.616 4.003 -2.394  0.119
H: 0.275 -3.405 0.869  0.057
H: -0.680 0.289 -3.917  0.047
C: 6.371 1.450 -3.721  0.002

Values from the calculation:
Spin multiplicity: 2
Kohn-Sham gap (spin up / spin down), eV: 5.5 / 5.3
<S²>: 0.756
Strongest force on any atom, Eh/bohr: 0.1108
Highest occupied orbital energy (spin up / spin down), eV: -6.1 / -6.1

Record 2
The following is a quantum chemistry calculation of a cluster of 15 separate species, C57H100O17 in total, from the Open Molecules 2025 dataset.

Each line ends with the Löwdin charge.
Geometry (Å):
H: 1.965 -2.084 9.325  0.090
H: 1.512 3.298 -2.152  0.084
H: -2.265 -4.776 3.387  0.084
H: 0.093 4.119 -2.832  0.083
H: 3.111 5.964 -1.415  0.057
H: -9.529 0.512 -2.396  0.061
H: -4.566 8.136 -5.353  0.086
H: -1.684 -4.611 -8.763  0.083
H: 3.077 -3.114 -1.153  0.100
H: 4.885 0.758 -0.799  0.116
H: -2.290 -3.442 -2.913  0.093
H: 2.701 -0.483 9.088  0.088
H: 7.112 -5.203 8.713  0.084
C: 7.449 -2.690 9.996  -0.025
C: -10.189 2.890 -6.322  -0.018
H: -3.563 -0.430 -0.926  0.065
C: -0.159 1.614 1.019  -0.167
H: 9.096 0.528 -3.874  0.084
H: -0.835 -5.537 4.098  0.065
H: 0.783 4.675 -1.293  0.080
H: 1.457 -4.157 3.955  0.087
H: 3.131 4.318 3.456  0.125
H: -5.449 8.145 -3.811  0.085
H: -5.881 3.244 0.565  0.086
H: 3.470 -5.081 -3.923  0.090
H: -0.712 -2.665 -3.165  0.075
C: -0.829 -8.142 6.485  -0.024
H: -0.759 1.962 0.184  0.110
H: -1.335 -7.222 6.768  0.080
H: -0.177 2.345 1.815  0.089
H: 8.685 1.780 -1.540  0.088
O: -1.182 -1.055 -1.314  0.054
H: -6.396 -1.582 -2.872  0.065
C: 0.848 -3.262 3.808  -0.019
C: 3.259 5.506 -2.394  -0.010
H: 8.236 -1.007 -4.113  0.080
H: 5.416 -4.934 8.268  0.080
C: -7.460 -1.364 -2.813  -0.010
H: -0.987 -2.045 -8.506  0.084
H: -3.715 4.635 1.301  0.085
C: -1.276 -4.767 -7.763  -0.028
H: -3.923 -0.670 -2.646  0.085
H: 8.234 -3.376 10.314  0.085
C: 4.681 3.031 0.689  -0.348
H: 1.380 -2.573 3.155  0.071
C: -1.786 -2.493 -3.106  -0.023
H: 5.694 -2.322 1.957  0.069
H: 0.333 0.494 8.307  0.085
H: 5.354 -1.582 -0.429  0.087
C: 7.902 -0.104 -2.208  -0.503
C: 2.420 -1.414 8.594  -0.021
C: -2.071 -1.522 -1.993  -0.465
H: -7.641 3.417 -5.189  0.066
O: -9.715 1.195 -4.721  0.055
C: 1.565 -4.605 -4.780  -0.476
C: 4.717 -2.343 0.014  -0.203
O: -1.989 -3.427 -5.936  0.043
C: 8.162 -0.007 -3.692  -0.024
H: 5.423 3.874 2.597  0.120
C: 3.894 0.955 -0.427  0.075
H: 6.689 -3.926 7.552  0.086
H: 7.811 -2.099 9.153  0.085
C: 4.719 -2.114 1.525  -0.099
H: -7.430 2.237 -6.506  0.093
O: 1.707 8.629 2.884  0.072
H: -4.101 -2.021 -1.501  0.088
C: -1.218 -8.516 5.074  -0.506
H: 3.314 -1.887 8.194  0.072
C: 2.856 0.067 -0.699  -0.240
H: -0.405 -1.106 8.543  0.085
C: -6.079 6.627 -5.187  -0.503
C: -0.719 0.260 1.509  -0.084
H: -3.623 3.696 2.807  0.086
H: 6.933 1.775 -1.847  0.074
H: 1.187 -6.480 -3.815  0.086
C: 1.452 -1.134 7.472  -0.494
H: -0.885 -10.634 5.119  0.084
O: -3.214 1.703 0.493  0.071
C: 3.308 -2.213 -0.589  -0.182
O: 3.142 -1.072 -1.434  -0.055
C: -0.605 -9.775 4.508  -0.024
C: 2.269 7.239 1.037  -0.028
O: 1.161 4.250 1.608  0.091
C: 3.086 9.671 1.251  -0.026
H: 7.345 0.527 -4.180  0.086
H: -9.906 2.764 -7.368  0.087
H: 1.835 7.421 0.052  0.085
H: 0.250 -7.989 6.548  0.085
H: -0.455 -0.330 6.947  0.081
C: 2.293 8.523 1.832  -0.500
C: 2.307 2.310 0.811  -0.051
H: -1.118 -8.935 7.176  0.084
O: 1.710 -1.422 6.325  0.057
H: 7.582 0.984 -0.401  0.081
O: -7.120 6.464 -5.782  0.062
H: -8.004 -2.289 -2.618  0.088
C: 1.922 5.205 -3.031  -0.499
O: 5.587 3.300 -0.058  0.105
H: -0.238 -5.088 -7.838  0.077
O: 1.257 -4.192 -5.876  0.063
C: -5.545 8.006 -4.888  -0.024
H: 0.681 -2.774 4.768  0.057
O: -0.806 -3.186 2.103  0.066
H: 0.784 -0.410 -0.477  0.109
C: 4.534 3.650 2.029  0.027
H: 1.669 6.498 1.556  0.059
H: 3.817 6.191 -3.028  0.083
H: -9.758 -0.819 -1.241  0.087
C: 2.134 3.537 1.633  -0.332
H: -1.855 -5.542 -7.262  0.081
H: -1.354 0.405 2.378  0.074
H: 3.963 -2.727 2.012  0.062
H: -5.752 4.529 -4.988  0.055
C: 1.568 0.294 -0.244  0.070
H: 4.483 -1.078 1.771  0.067
H: 5.145 -3.320 -0.188  0.105
C: -0.471 -3.634 3.175  -0.496
H: -7.273 1.722 -4.814  0.079
H: -0.229 -5.746 -4.598  0.080
C: 3.606 2.074 0.336  -0.092
C: 3.306 3.880 2.485  0.032
H: -1.608 -4.159 4.915  0.086
O: -1.982 -7.838 4.429  0.063
H: -7.797 -0.946 -3.764  0.077
O: 5.157 -3.305 10.154  0.060
H: -0.752 -1.447 -6.851  0.083
H: -5.714 1.479 0.501  0.052
C: -1.351 -4.589 3.946  -0.023
H: -2.131 -2.096 -4.056  0.066
C: 6.217 -3.464 9.593  -0.507
H: 3.405 -3.524 -4.775  0.087
C: -0.610 -2.299 -7.513  -0.023
C: -7.809 2.384 -5.493  -0.014
H: 0.374 -5.086 -3.066  0.083
C: -5.258 5.456 -4.709  -0.017
C: 1.017 4.263 -2.278  -0.010
C: -9.283 2.068 -5.440  -0.491
H: -11.218 2.564 -6.189  0.081
H: -0.965 -9.928 3.494  0.081
C: 2.858 -4.199 -4.120  -0.006
H: 0.086 -0.433 1.735  0.063
C: 1.255 1.423 0.531  -0.115
C: 6.370 -4.446 8.456  -0.025
H: 3.833 4.585 -2.271  0.082
C: -3.341 3.715 1.754  -0.011
C: -5.425 2.376 1.045  -0.016
C: -3.510 -1.139 -1.751  -0.013
C: -3.922 2.515 1.041  -0.477
H: 7.204 -2.023 10.819  0.081
H: -2.255 3.698 1.676  0.068
C: 0.666 -5.542 -4.014  -0.010
C: 0.145 -0.476 7.843  -0.021
O: 7.804 -1.174 -1.652  0.060
H: -9.192 0.763 -0.671  0.081
H: -10.109 3.945 -6.057  0.089
H: -6.228 8.753 -5.285  0.081
C: -9.142 0.047 -1.489  -0.016
H: 2.590 -2.174 0.231  0.116
H: -1.296 -0.197 0.717  0.039
C: -1.355 -3.490 -6.967  -0.511
H: 0.453 -2.530 -7.574  0.075
H: -5.790 2.304 2.072  0.086
C: -7.712 -0.373 -1.704  -0.490
H: 3.285 6.856 0.919  0.084
C: 7.768 1.195 -1.452  -0.032
H: 0.482 -9.688 4.492  0.084
H: 2.650 -3.688 -3.179  0.064
H: 4.132 9.383 1.138  0.083
H: -5.155 5.487 -3.623  0.089
H: 2.684 9.946 0.275  0.084
O: 1.600 5.693 -4.089  0.063
H: 3.022 10.529 1.916  0.079
O: -6.809 0.069 -1.029  0.058
H: -4.267 5.476 -5.164  0.090

Values from the calculation:
Kohn-Sham gap, eV: 8.3
Strongest force on any atom, Eh/bohr: 0.0214
Highest occupied orbital energy, eV: -8.9

Among the records above, which one has the lowest strongest force on any atom?
C57H100O17